Formula: C3H9N2O
Source: OMol25
Level of theory: wB97M-V/def2-TZVPD

Element x y z (Å)
O  3.4097  -0.7103  -0.0768
N  -0.5266  -0.0738  0.4545
N  2.7395  0.2353  -0.0426
C  -1.4704  0.8340  -0.2209
C  -0.5785  -1.4443  -0.0779
C  1.8708  1.0230  0.0282
H  -0.2945  -1.4416  -1.1276
H  1.7200  2.0689  -0.0115
H  -1.2433  0.8681  -1.2849
H  -1.3890  1.8358  0.1933
H  -2.4967  0.4921  -0.0945
H  -0.7365  -0.0963  1.4567
H  0.4875  0.3487  0.3250
H  0.0970  -2.0967  0.4716
H  -1.5890  -1.8427  0.0073

Properties
* energy: -8274.453 eV
* ΔE to the lowest compared entry with this formula, charge and spin: 4.621 eV
* charge: +1
* frontier orbital gap: 10.8 eV